Entry 1:
# C43H42BGeN6O2PbSe

A molecular structure, C43H42BGeN6O2PbSe (wB97M-V/def2-TZVPD, the Open Molecules 2025 dataset).

Atoms and positions in Å:
Pb  0.30075  -0.44786  0.82108
O  1.49690  -1.37339  -1.77810
C  1.16624  -0.65864  -2.96160
C  1.97243  0.62507  -3.14373
C  2.18415  1.45004  -1.87911
C  3.36352  1.09103  -1.00826
C  4.62681  1.55541  -1.34413
C  5.69377  1.18916  -0.54130
C  5.46044  0.39119  0.56706
C  4.15954  -0.00390  0.83234
N  3.12888  0.33099  0.05901
H  2.40807  -1.68323  -1.82056
H  0.10961  -0.42332  -2.86108
H  1.27571  -1.28818  -3.84733
H  1.46782  1.22911  -3.90099
H  2.96641  0.39354  -3.53827
H  1.36080  1.02495  -1.01644
H  2.17414  2.51666  -2.07226
H  4.76749  2.19818  -2.20402
H  6.69254  1.53555  -0.77213
H  6.26527  0.09088  1.22348
H  3.92657  -0.60558  1.70388
Se  -4.29783  -7.18781  -1.12298
N  -2.89192  -6.98133  -0.05458
C  -2.51556  -5.73648  -0.15978
C  -1.39094  -5.16756  0.57136
C  -0.62967  -5.92125  1.46387
C  0.41053  -5.31671  2.13223
C  0.65296  -3.96802  1.89026
N  -0.05921  -3.24146  1.04472
C  -1.06833  -3.82053  0.38349
C  -1.84571  -2.97542  -0.54720
N  -1.48324  -1.69008  -0.68884
C  -2.20927  -0.91280  -1.48229
C  -3.31029  -1.35785  -2.20146
C  -3.67699  -2.67817  -2.08080
C  -2.93908  -3.50708  -1.23933
C  -3.28367  -4.91197  -1.05404
N  -4.27658  -5.49577  -1.66700
H  -0.87534  -6.96408  1.61483
H  1.02379  -5.86319  2.83440
H  1.45590  -3.45308  2.40873
H  -1.91942  0.12951  -1.52555
H  -3.86589  -0.66992  -2.82259
H  -4.52919  -3.08580  -2.60822
C  0.33375  1.57957  -0.77534
Ge  0.51628  3.48358  -0.17573
C  -0.07612  4.59582  -1.66532
C  0.10001  4.22488  -2.99886
C  -0.30156  5.05810  -4.03354
C  -0.89323  6.28004  -3.74553
C  -1.08341  6.66104  -2.42503
C  -0.67761  5.82419  -1.39432
C  -0.61017  3.84475  1.36558
C  -1.97364  3.54664  1.33717
C  -2.80063  3.89123  2.39733
C  -2.27183  4.55998  3.49439
C  -0.92045  4.87478  3.53170
C  -0.09220  4.51456  2.47478
C  2.37814  3.86243  0.25324
C  2.98262  3.31287  1.38639
C  4.30038  3.61669  1.69662
C  5.03187  4.46886  0.87771
C  4.44306  5.01746  -0.25168
C  3.12063  4.71789  -0.55919
H  -0.22686  1.54835  -1.71346
H  0.54439  3.26699  -3.25124
H  -0.15822  4.75443  -5.06287
H  -1.21130  6.93117  -4.54922
H  -1.55270  7.60903  -2.19628
H  -0.83982  6.12943  -0.36595
H  -2.40858  3.03548  0.48459
H  -3.84784  3.62378  2.36914
H  -2.91691  4.83738  4.31850
H  -0.51160  5.41535  4.37712
H  0.95902  4.77914  2.50916
H  2.42423  2.64052  2.03083
H  4.75840  3.19131  2.58201
H  6.05748  4.71179  1.12651
H  5.00563  5.69163  -0.88523
H  2.66010  5.17169  -1.43082
B  -4.41212  0.80409  2.22424
C  -2.94256  0.51448  1.76442
N  -1.85900  0.32881  1.40065
H  -5.03659  -0.22455  2.10627
H  -4.34851  1.18045  3.37566
H  -4.82181  1.67512  1.48364
C  -0.83364  1.14604  4.52246
C  0.58071  1.38731  4.10485
C  1.42008  2.26443  4.98559
O  1.04985  0.90508  3.08317
H  -0.96740  1.28968  5.59303
H  -1.17330  0.15931  4.21650
H  -1.45967  1.87861  4.00157
H  1.59813  1.74731  5.93193
H  0.87224  3.17793  5.22080
H  2.37047  2.50003  4.51193

Cartesian forces (eV/Å) of the 2 atoms listed first:
-0.1 -0.2 0.1
-0.1 0.0 0.0

ΔE to the lowest compared entry with this formula, charge and spin   329.3 kJ/mol
E_tot   -186087.3658 eV
Total charge   +1
HOMO-LUMO gap   8.22 eV
HOMO energy   -11.06 eV

Here are the Mulliken charges for atoms 1 to 6, given in e: 2.022 -0.383 -0.497 -0.715 0.575 -0.691

Entry 2:
# C43H44Cl2F2N6O2PbSb2

A molecular structure, C43H44Cl2F2N6O2PbSb2 in a non-equilibrium geometry (wB97M-V/def2-TZVPD, the Open Molecules 2025 dataset).

Atoms and positions in Å:
Pb  0.82177  -0.99248  -1.56785
C  -3.26020  -2.22125  3.21368
C  -2.15079  -1.39011  3.88603
C  -2.19835  0.09254  3.51081
Sb  -0.21310  0.87842  2.99121
C  0.50278  0.86429  4.99662
C  1.03775  -0.30754  5.53071
C  1.51077  -0.30305  6.83577
C  1.45885  0.86373  7.59038
C  0.90797  2.02122  7.05770
C  0.42987  2.03150  5.75175
C  -0.60175  2.93262  2.61941
C  0.46267  3.83007  2.51474
C  0.19952  5.18798  2.39589
C  -1.11544  5.64272  2.39015
C  -2.17158  4.74345  2.46965
C  -1.92121  3.37915  2.56895
Sb  -3.09904  -2.62912  1.05893
C  -3.96748  -0.72264  0.36469
C  -3.45459  0.55505  0.13936
C  -4.29206  1.60540  -0.22442
C  -5.65572  1.39154  -0.35993
C  -6.17800  0.12558  -0.13564
C  -5.33697  -0.92596  0.21095
C  -0.94647  -3.01088  1.15491
C  0.15169  -2.19538  0.87816
C  1.44717  -2.64939  1.11977
C  1.64954  -3.91854  1.64015
C  0.55935  -4.73967  1.90994
C  -0.73329  -4.29352  1.65383
H  -4.23807  -1.75351  3.34933
H  -3.29185  -3.20014  3.69410
H  -1.18258  -1.82601  3.63910
H  -2.25497  -1.49101  4.96879
H  -2.47695  0.74932  4.34024
H  -2.87320  0.27166  2.68286
H  1.08988  -1.21431  4.93576
H  1.92444  -1.20869  7.26152
H  1.85733  0.87167  8.59734
H  0.85319  2.92358  7.65431
H  0.00250  2.93737  5.33664
H  1.48824  3.47475  2.52945
H  1.01702  5.89478  2.32330
H  -1.31308  6.70547  2.32612
H  -3.19559  5.09816  2.46164
H  -2.75228  2.68483  2.61889
H  -2.40484  0.76907  0.29449
H  -3.88219  2.59662  -0.39461
H  -6.31017  2.21075  -0.63350
H  -7.24440  -0.04521  -0.22677
H  -5.75815  -1.91463  0.37144
H  0.02427  -1.21494  0.43661
H  2.29351  -2.01198  0.88726
H  2.65552  -4.28008  1.81836
H  0.71479  -5.73172  2.31760
H  -1.57733  -4.94903  1.84823
Cl  7.37244  2.50160  0.72393
C  5.80085  1.81136  0.56737
C  5.04806  1.52690  1.71158
C  3.79851  0.96742  1.60297
Cl  2.94969  0.62845  3.08644
C  3.18276  0.65318  0.35215
O  1.99301  0.14716  0.30629
C  4.00218  0.92950  -0.79000
C  3.67026  0.58301  -2.13194
O  2.75853  -0.15425  -2.55979
C  5.28133  1.51272  -0.65252
H  5.45575  1.74248  2.69223
H  4.35894  0.99620  -2.88114
H  5.88224  1.69051  -1.53853
F  -0.70027  1.43586  -3.20332
C  0.21282  1.52761  -2.26706
F  1.25799  2.17125  -2.72142
H  -0.18387  2.00229  -1.35958
N  3.84417  -4.29798  -2.64251
C  3.12974  -5.01524  -1.70736
C  2.15469  -4.17901  -1.26987
N  2.27105  -2.96600  -1.92927
C  3.30177  -3.07394  -2.74924
H  4.63667  -4.63793  -3.16141
H  3.37011  -6.03230  -1.44298
H  1.39082  -4.36237  -0.52726
H  3.66654  -2.29723  -3.40415
C  -2.34494  1.24443  -6.66588
C  -1.14664  0.70171  -7.44326
C  0.13490  1.45607  -7.08921
C  -0.99910  -0.81339  -7.23157
N  -0.80349  -1.19461  -5.82287
C  0.27087  -1.10579  -5.04457
N  -0.07504  -1.50089  -3.83381
N  -1.39933  -1.80553  -3.88483
N  -1.83816  -1.62668  -5.07135
H  -2.53219  2.28726  -6.93006
H  -2.16208  1.20435  -5.58928
H  -3.25023  0.67323  -6.88232
H  -1.33544  0.81860  -8.51138
H  0.28164  1.49671  -6.00520
H  0.07597  2.48540  -7.44616
H  1.01524  0.99821  -7.55106
H  -0.15906  -1.19917  -7.80496
H  -1.90982  -1.31598  -7.54502
H  1.26143  -0.80770  -5.35562

Cartesian forces (eV/Å) of the 2 atoms listed first:
0.7 -0.2 -0.6
0.4 0.2 -0.1

ΔE to the lowest compared entry with this formula, charge and spin   293.3 kJ/mol
E_tot   -107124.5805 eV
Total charge   +2
HOMO-LUMO gap (spin up / spin down)   6.20 / 4.89 eV
HOMO energy (spin up / spin down)   -12.54 / -12.54 eV

Here are the Mulliken charges for atoms 1 to 6, given in e: 1.311 -1.807 -0.082 -0.741 0.797 0.642